{"formula": "C12H19Br2LuNO5", "method": "ωB97M-V/def2-TZVPD", "total_charge": 3, "homo_lumo_gap_ev": 4.673, "total_energy_ev": -198145.5348, "homo_energy_ev": -19.035, "lumo_ev": -14.3622, "elements": ["C", "C", "C", "C", "C", "C", "C", "Br", "C", "C", "Br", "O", "C", "O", "O", "C", "C", "O", "N", "O", "H", "H", "H", "H", "H", "H", "H", "H", "H", "H", "H", "H", "H", "H", "H", "H", "H", "H", "H", "Lu"], "coordinates": [[-1.302, -3.848, -0.359], [0.088, -3.530, -0.883], [1.123, -3.216, 0.192], [0.833, -1.976, 1.048], [1.460, -0.683, 0.482], [0.401, 0.375, 0.124], [-0.398, 0.763, 1.396], [0.805, 1.438, 2.747], [-1.598, 1.755, 1.140], [-1.513, 3.112, 1.794], [-3.257, 0.910, 1.686], [-0.472, -0.344, -0.848], [0.110, -0.182, -2.094], [-0.281, -0.616, -3.149], [1.224, 0.663, -1.946], [0.857, 1.457, -0.854], [1.700, 2.628, -0.432], [0.667, 3.625, -0.601], [0.562, 3.934, -1.944], [-0.574, 3.819, -2.275], [-1.405, -4.870, -0.023], [-2.008, -3.720, -1.172], [-1.643, -3.192, 0.439], [0.070, -2.745, -1.639], [0.443, -4.415, -1.395], [2.108, -3.131, -0.257], [1.190, -4.077, 0.845], [1.226, -2.178, 2.034], [-0.244, -1.908, 1.164], [2.140, -0.281, 1.218], [2.049, -0.951, -0.388], [-0.839, -0.115, 1.833], [-1.736, 1.825, 0.010], [-1.723, 3.009, 2.850], [-2.298, 3.748, 1.390], [-0.571, 3.607, 1.620], [-0.031, 2.043, -1.321], [2.146, 2.598, 0.550], [2.506, 2.797, -1.144], [-1.816, 1.869, -1.837]], "forces_ev_per_a": [[-0.3, 0.5, -0.4], [0.3, -0.3, 0.4], [-0.2, 0.0, -0.1], [0.0, -0.5, -0.2], [0.1, 0.0, 0.1], [-0.1, -0.6, 1.3], [-0.3, 0.8, -1.0], [0.0, 0.0, 0.1], [0.4, -0.8, 2.0], [-0.6, 0.5, -1.2], [-0.1, 0.0, -0.7], [-1.4, 1.4, -1.4], [1.2, -1.0, -1.0], [-0.1, 1.4, 2.0], [-0.7, -0.2, -1.0], [0.5, -2.2, 0.8], [0.9, -0.1, -1.5], [-0.1, 1.6, -0.4], [1.5, 0.6, 1.5], [-1.8, -0.6, -0.6], [0.2, -0.2, 0.2], [-0.3, -0.1, -0.1], [0.0, 0.1, 0.2], [-0.1, 0.2, -0.2], [0.1, -0.1, -0.3], [0.3, 0.0, -0.1], [0.0, -0.2, 0.3], [0.1, 0.3, 0.3], [-0.2, 0.1, 0.0], [0.3, 0.3, 0.0], [0.1, 0.2, -0.3], [0.1, -0.5, -0.1], [0.2, 0.4, 0.6], [0.2, -0.1, 0.3], [-0.2, 0.2, 0.1], [0.3, 0.1, 0.2], [0.7, -0.7, 1.1], [-0.5, 0.2, 0.5], [0.1, 0.1, -0.2], [-0.8, -0.6, -1.2]], "lowdin_charge": [-0.079, -0.237, -0.175, -0.148, -0.095, -0.357, -0.594, 1.024, -0.795, -0.162, 0.950, 0.042, -0.522, 0.257, 0.129, -0.254, 0.013, -0.052, 0.121, -0.035, 0.092, 0.077, 0.059, 0.076, 0.124, 0.121, 0.130, 0.133, 0.088, 0.100, 0.139, 0.065, -0.065, 0.101, 0.102, 0.062, 0.019, 0.134, 0.178, 2.234]}


{"formula": "C12H19CeO7P", "method": "ωB97M-V/def2-TZVPD", "de_lowest_ev": 7.440, "total_charge": 3, "s2": 0.753, "homo_lumo_gap_ev": [6.457, 6.382], "total_energy_ev": -49263.7801, "spin_multiplicity": 2, "homo_energy_ev": [-20.377, -20.392], "lumo_ev": [-13.9197, -14.0102], "elements": ["Ce", "O", "C", "C", "O", "C", "O", "C", "O", "C", "H", "H", "C", "H", "H", "C", "C", "O", "P", "O", "C", "C", "O", "C", "C", "H", "H", "H", "H", "H", "H", "H", "H", "H", "H", "H", "H", "H", "H", "H"], "coordinates": [[-0.128, -0.086, -1.760], [-0.017, 3.268, -2.082], [-0.037, 2.095, -2.107], [0.029, -2.281, -2.111], [-0.005, -3.430, -2.219], [2.114, -0.042, -2.259], [3.275, -0.056, -2.235], [-2.196, 0.022, -2.397], [-3.362, -0.083, -2.224], [0.001, 0.651, -4.734], [-0.931, 1.245, -4.731], [0.933, 1.244, -4.720], [0.001, -0.751, -4.733], [0.931, -1.347, -4.719], [-0.930, -1.348, -4.723], [-0.482, 3.129, 1.843], [0.825, 2.909, 1.130], [1.194, 1.469, 1.191], [-0.290, 0.610, 0.840], [-0.886, 0.209, 2.261], [-0.375, -0.515, 3.480], [1.049, -0.176, 3.780], [-1.140, -1.221, 0.004], [-1.121, -2.473, 0.678], [0.322, -2.823, 0.960], [-1.336, 2.624, 1.375], [-0.660, 4.192, 1.754], [-0.434, 2.870, 2.900], [0.665, 3.202, 0.083], [1.648, 3.466, 1.526], [-1.048, -0.195, 4.246], [-0.491, -1.591, 3.319], [1.181, 0.868, 4.073], [1.315, -0.786, 4.642], [1.717, -0.437, 2.963], [-1.684, -2.497, 1.621], [-1.591, -3.198, 0.028], [0.700, -2.188, 1.747], [0.362, -3.862, 1.258], [0.881, -2.687, 0.050]], "forces_ev_per_a": [[0.4, -1.8, 4.2], [-0.2, -6.2, -0.4], [0.5, 12.0, -0.9], [0.5, -10.7, -1.6], [0.0, 4.7, 0.4], [9.9, 0.1, -1.0], [-5.6, 0.1, -0.2], [-13.7, -0.1, -0.9], [7.3, 0.7, -1.2], [0.0, -2.1, 0.5], [0.4, -0.5, -0.3], [-0.4, -0.5, -0.3], [0.0, 2.1, 0.6], [-0.4, 0.5, -0.3], [0.4, 0.5, -0.3], [0.6, 0.6, 0.5], [-1.0, -0.3, -1.0], [-2.7, -2.4, -1.1], [0.9, 1.6, 6.3], [1.0, 0.2, -3.4], [0.6, -0.3, 0.2], [-0.1, 0.2, 0.3], [1.1, 1.4, -1.0], [0.2, -0.5, 0.6], [-0.9, -0.3, 0.0], [-0.1, 0.0, 0.0], [-0.4, 0.4, 0.1], [-0.1, 0.0, 0.0], [0.5, -0.1, 0.4], [0.5, 0.1, 0.3], [-0.5, 0.2, 0.3], [-0.3, 0.4, -0.3], [0.0, -0.1, -0.2], [0.1, -0.1, 0.1], [0.1, 0.0, 0.0], [-0.1, 0.6, -0.4], [-0.1, -0.3, -0.3], [0.4, 0.1, 0.2], [0.4, -0.2, 0.2], [0.7, -0.1, -0.2]], "lowdin_charge": [0.752, 0.259, -0.100, -0.072, 0.303, -0.013, 0.287, -0.032, 0.299, -0.015, 0.100, 0.102, -0.018, 0.102, 0.102, -0.073, -0.226, -0.294, 1.143, -0.247, -0.148, -0.053, -0.448, -0.261, -0.024, 0.067, 0.118, 0.108, 0.079, 0.143, 0.139, 0.115, 0.101, 0.116, 0.076, 0.140, 0.130, 0.064, 0.123, 0.053]}